# C27H48ClOPYb

A structure of composition C27H48ClOPYb in a non-equilibrium geometry (ωB97M-V/def2-TZVPD, OMol25).

Each line ends with the Mulliken charge.
Geometry (Å):
Yb  -1.387  0.585  2.149  0.2605
Cl  -3.755  -0.156  1.761  -0.6240
P  -0.162  0.362  -0.428  -0.2723
C  -0.489  1.190  4.113  -1.4117
H  0.307  1.918  3.704  0.4556
H  -1.483  1.612  4.391  0.3130
C  1.243  -0.545  -1.215  0.6184
C  -0.076  2.159  -0.892  -0.3017
C  2.591  0.102  -0.889  0.4438
H  1.217  -1.537  -0.726  0.6564
C  3.738  -0.799  -1.335  -0.8045
H  2.664  1.070  -1.405  0.2399
H  2.676  0.311  0.182  -1.4184
C  3.635  -1.210  -2.814  -0.8797
H  4.690  -0.293  -1.173  0.3740
H  3.747  -1.703  -0.711  0.4304
C  2.233  -1.710  -3.221  -0.9693
H  3.894  -0.349  -3.450  0.3268
H  4.367  -1.998  -3.039  0.4165
C  1.102  -0.785  -2.728  -0.3972
H  2.166  -1.807  -4.313  0.4148
H  2.071  -2.709  -2.794  0.3732
H  1.154  0.173  -3.268  0.1360
H  0.137  -1.240  -2.975  0.1049
C  -1.766  -0.312  -1.130  0.8064
C  0.410  2.476  -2.314  -0.7007
H  -1.135  2.484  -0.818  0.8697
C  0.215  3.976  -2.614  -0.9824
H  1.483  2.226  -2.404  0.2453
H  -0.125  1.881  -3.074  0.1382
C  0.871  4.884  -1.562  -0.7363
H  0.621  4.194  -3.610  0.4007
H  -0.864  4.183  -2.654  0.3677
C  0.559  4.464  -0.122  -0.9117
H  1.957  4.867  -1.715  0.3096
H  0.541  5.914  -1.726  0.4163
C  0.744  2.964  0.124  0.3295
H  1.188  5.029  0.573  0.4115
H  -0.482  4.722  0.108  0.3609
H  1.808  2.698  0.033  0.1895
H  0.457  2.730  1.161  -0.3816
C  -1.801  -1.843  -1.156  -0.1919
H  -2.522  0.012  -0.375  0.1193
C  -3.182  -2.348  -1.573  -0.8411
H  -1.036  -2.227  -1.842  0.3032
H  -1.572  -2.240  -0.156  -0.3979
C  -3.667  -1.760  -2.900  -0.7189
H  -3.169  -3.439  -1.634  0.4267
H  -3.895  -2.071  -0.787  0.3071
C  -3.563  -0.227  -2.920  -0.9974
H  -3.082  -2.173  -3.733  0.2855
H  -4.711  -2.043  -3.075  0.3753
C  -2.180  0.296  -2.476  -0.5266
H  -3.784  0.165  -3.923  0.4051
H  -4.313  0.188  -2.232  0.3918
H  -1.432  0.027  -3.247  0.1093
H  -2.213  1.397  -2.424  0.2231
C  0.028  -1.150  2.832  0.7558
C  -0.388  -0.266  3.981  0.3197
H  0.276  -1.047  1.669  -0.5734
C  -1.669  -0.830  4.708  -0.5494
H  0.614  -0.719  4.406  0.3477
C  -1.616  -2.331  4.923  -1.0168
H  -1.735  -0.293  5.691  0.3697
H  -2.586  -0.554  4.156  0.2008
C  -1.557  -3.048  3.584  -0.5907
H  -0.712  -2.549  5.500  0.3703
H  -2.473  -2.673  5.487  0.3860
C  -0.149  -2.673  2.996  -1.1799
H  -1.635  -4.135  3.714  0.4106
H  -2.338  -2.725  2.900  0.2128
H  0.672  -3.009  3.751  0.3743
H  0.032  -3.291  2.037  0.1573
C  3.276  -0.844  2.485  -0.8945
C  2.684  0.433  2.307  0.5757
O  2.359  1.514  2.656  -0.4230
H  4.152  -0.906  1.787  0.3568
H  2.515  -1.603  2.176  0.1077
H  3.608  -1.037  3.529  0.3918

Results
**Charge**: -1
**Spin multiplicity**: 2
**Energy above the lowest of the compared OMol25 structures with the same formula, charge and spin**: 3.5 kcal per mole
**Kohn-Sham gap (alpha / beta)**: 3.924 / 3.920 eV
**Largest force on an atom**: 0.126 Eh/bohr
**⟨S²⟩**: 0.7530

=====

# C27H48N2O21

A cluster of 7 separate species, C27H48N2O21 in total in a non-equilibrium geometry (ωB97M-V/def2-TZVPD, OMol25).

Each line ends with the Mulliken charge.
Geometry (Å):
N  2.344  1.609  -0.459  -0.5120
C  1.307  0.740  0.195  -0.7992
C  1.202  -0.660  -0.566  0.1905
O  1.237  -1.708  0.430  -0.4054
C  0.011  -0.774  -1.616  -1.0229
C  -1.380  -0.194  -1.135  0.0492
C  -2.138  -0.617  -0.030  0.6915
N  -1.703  -1.725  0.809  -0.4880
C  -3.486  0.124  0.309  0.3389
O  -4.436  -0.405  0.905  -0.5610
C  -3.603  1.653  -0.104  -0.3533
C  -2.888  2.092  -1.240  -0.5188
C  -2.015  1.002  -1.986  0.2697
O  -1.814  0.987  -3.219  -0.6323
H  3.278  1.235  -0.232  0.2640
H  2.189  1.621  -1.473  0.2346
H  0.322  1.272  0.361  0.2308
H  1.724  0.508  1.236  0.3061
H  2.174  -0.770  -1.170  0.3049
H  1.511  -2.562  0.045  0.3442
H  0.320  -0.146  -2.526  0.2945
H  -0.121  -1.835  -2.036  0.4048
H  -2.552  -2.160  1.212  0.3331
H  -1.309  -2.452  0.195  0.2552
H  -4.236  2.394  0.477  0.3716
H  -2.924  3.148  -1.643  0.4035
C  -3.576  -0.181  -4.793  -0.6822
O  -4.228  -0.268  -6.063  -0.3548
C  -3.636  -1.102  -6.928  0.8125
O  -2.642  -1.751  -6.720  -0.5649
O  -4.344  -1.089  -8.069  -0.3335
C  -3.823  -1.939  -9.089  -0.5607
H  -4.139  0.519  -4.177  0.2568
H  -3.571  -1.154  -4.296  0.3006
H  -2.564  0.198  -4.908  0.4093
H  -3.826  -2.979  -8.762  0.2114
H  -2.816  -1.628  -9.374  0.3164
H  -4.471  -1.850  -9.961  0.2148
C  1.300  -3.654  2.940  -0.4190
O  1.755  -4.757  2.155  -0.2746
C  2.539  -5.620  2.819  0.7615
O  2.868  -5.533  3.973  -0.5318
O  2.892  -6.598  1.970  -0.3194
C  3.734  -7.595  2.546  -0.6262
H  0.678  -3.026  2.303  -0.0474
H  0.694  -4.001  3.780  0.3456
H  2.143  -3.058  3.294  0.3193
H  3.225  -8.100  3.369  0.2877
H  4.675  -7.157  2.885  0.2927
H  3.954  -8.331  1.772  0.2199
C  -5.893  -4.463  -7.811  -0.6798
O  -5.588  -5.366  -8.873  -0.3078
C  -6.662  -5.807  -9.544  0.7815
O  -7.807  -5.508  -9.323  -0.5334
O  -6.237  -6.640  -10.506  -0.3134
C  -7.282  -7.190  -11.306  -0.6234
H  -4.954  -4.172  -7.339  0.1583
H  -6.379  -3.565  -8.197  0.3317
H  -6.520  -4.949  -7.060  0.3847
H  -7.822  -6.399  -11.831  0.2887
H  -7.964  -7.784  -10.695  0.2906
H  -6.823  -7.844  -12.047  0.2208
C  3.924  4.422  5.953  -0.7556
O  3.779  5.147  4.732  -0.2166
C  3.761  4.378  3.633  0.7427
O  3.855  3.176  3.609  -0.6283
O  3.621  5.179  2.569  -0.2937
C  3.586  4.490  1.318  -0.6380
H  3.925  5.144  6.770  0.2579
H  3.086  3.738  6.098  0.3354
H  4.872  3.880  5.970  0.3018
H  2.734  3.809  1.276  0.2266
H  4.520  3.951  1.149  0.2611
H  3.470  5.234  0.531  0.3029
C  -1.590  9.216  2.961  -0.6245
O  -0.237  8.853  2.692  -0.3182
C  0.454  8.468  3.776  0.7622
O  0.030  8.412  4.903  -0.5393
O  1.698  8.158  3.387  -0.3168
C  2.553  7.727  4.446  -0.5645
H  -2.049  9.509  2.017  0.2194
H  -2.143  8.367  3.367  0.2858
H  -1.632  10.067  3.645  0.2901
H  2.164  6.821  4.910  0.2580
H  2.675  8.520  5.189  0.4035
H  3.528  7.504  4.018  0.1606
C  4.351  0.509  5.354  -0.3275
O  4.794  0.645  6.705  -0.2133
C  4.959  -0.518  7.351  0.7406
O  4.770  -1.615  6.892  -0.5301
O  5.372  -0.246  8.598  -0.3214
C  5.590  -1.402  9.406  -0.6230
H  4.253  1.510  4.934  -0.0471
H  5.084  -0.044  4.762  0.2898
H  3.376  0.019  5.315  0.2989
H  6.372  -2.031  8.976  0.2865
H  4.664  -1.967  9.528  0.2888
H  5.920  -1.063  10.388  0.2191

Results
**Charge**: 0
**Spin multiplicity**: 1
**Kohn-Sham gap**: 7.868 eV
**Largest force on an atom**: 0.075 Eh/bohr

=====

# C27H49As3ClIrNO7P

A structure of composition C27H49As3ClIrNO7P (ωB97M-V/def2-TZVPD, OMol25).

Each line ends with the Mulliken charge.
Geometry (Å):
Ir  0.132  0.578  0.642  0.4149
Cl  5.146  -0.423  5.826  -0.2369
C  3.749  -0.080  4.850  -0.0264
C  2.486  0.039  5.470  -0.5258
C  1.373  0.310  4.734  -0.8240
C  1.428  0.463  3.317  0.1374
O  0.331  0.727  2.706  -1.1061
C  2.713  0.343  2.706  1.7120
C  2.968  0.508  1.323  -0.6192
O  2.171  0.706  0.381  -0.6033
C  3.857  0.076  3.507  -1.1315
H  2.414  -0.091  6.542  0.4455
H  0.400  0.395  5.199  0.5368
H  4.023  0.468  1.028  0.3060
H  4.825  -0.009  3.028  0.3951
C  -1.698  -0.660  -2.276  -1.3916
As  -0.195  0.408  -1.717  1.1596
C  1.280  -0.251  -2.767  -1.2477
C  -0.448  2.097  -2.682  -1.7243
C  -1.332  3.210  -2.093  3.1775
C  -2.662  2.679  -1.562  -1.1971
C  -0.562  3.921  -0.965  -2.1582
As  -0.221  2.914  0.666  1.5711
C  -1.648  3.409  1.863  -1.3745
C  1.303  3.848  1.401  -1.3897
C  -1.550  4.281  -3.182  -2.1434
As  -2.686  4.095  -4.805  0.2957
C  -4.472  4.232  -3.999  -1.1102
C  -2.755  2.174  -5.221  -1.0534
H  -1.855  -0.523  -3.347  0.5919
H  -2.583  -0.364  -1.719  0.3177
H  -1.444  -1.696  -2.061  0.4516
H  1.101  -0.019  -3.817  0.6154
H  1.330  -1.324  -2.607  0.1522
H  2.198  0.229  -2.431  0.3488
H  -0.825  1.788  -3.657  0.2317
H  0.557  2.496  -2.850  0.4638
H  -2.522  1.988  -0.727  -0.3217
H  -3.208  2.146  -2.339  0.0518
H  -3.293  3.501  -1.216  0.4884
H  -1.100  4.820  -0.652  0.6345
H  0.415  4.243  -1.336  0.4986
H  -1.653  4.488  2.012  0.5029
H  -1.475  2.893  2.807  0.3166
H  -2.600  3.076  1.455  0.3636
H  1.100  4.916  1.475  0.5085
H  2.168  3.682  0.761  0.3741
H  1.509  3.444  2.392  0.3510
H  -0.571  4.584  -3.565  0.4427
H  -1.976  5.179  -2.719  0.5841
H  -4.540  5.164  -3.439  0.3256
H  -4.717  3.400  -3.343  0.3067
H  -5.201  4.271  -4.808  0.3915
H  -1.811  1.843  -5.653  0.3068
H  -3.526  2.060  -5.984  0.4526
H  -3.014  1.543  -4.373  0.2036
C  -2.425  -3.083  0.478  -0.7718
C  -1.582  -3.676  1.596  1.7644
C  -1.626  -2.820  2.855  -1.2071
C  -2.028  -5.097  1.901  -2.0490
O  -0.201  -3.823  1.169  -0.3994
P  0.676  -2.759  0.380  0.4417
O  0.441  -2.741  -1.086  -0.7855
O  0.531  -1.407  1.088  0.6321
O  2.086  -3.352  0.816  -0.3447
C  3.322  -3.516  0.094  1.8122
C  4.407  -3.356  1.150  -1.5131
C  3.321  -4.926  -0.481  -1.9044
C  3.504  -2.489  -1.014  -1.1791
H  -3.469  -3.027  0.792  0.5283
H  -2.349  -3.700  -0.419  0.3247
H  -2.092  -2.074  0.240  -0.4765
H  -2.655  -2.739  3.208  0.4304
H  -1.241  -1.821  2.662  -0.1272
H  -1.019  -3.282  3.636  0.3310
H  -3.057  -5.097  2.261  0.4088
H  -1.387  -5.535  2.667  0.3962
H  -1.968  -5.713  1.003  0.4394
H  4.249  -4.067  1.961  0.3647
H  4.374  -2.350  1.572  0.1541
H  5.393  -3.527  0.715  0.4258
H  3.186  -5.655  0.318  0.3720
H  4.262  -5.133  -0.994  0.4288
H  2.501  -5.032  -1.193  0.3617
H  3.348  -1.476  -0.639  -0.0362
H  2.801  -2.669  -1.823  0.3122
H  4.521  -2.564  -1.404  0.5547
O  -3.944  -0.150  1.913  -0.7369
C  -2.876  0.104  1.455  0.5530
N  -1.842  0.362  0.946  0.2516

Results
**Charge**: 0
**Spin multiplicity**: 1
**Energy above the lowest of the compared OMol25 structures with the same formula, charge and spin**: 0.0 kcal per mole
**Kohn-Sham gap**: 7.711 eV
**Largest force on an atom**: 0.004 Eh/bohr